Here is a molecular structure, C14H35N6O6P3Pd from the OMol25 dataset. Energies are from the ωB97M-V functional and the def2-TZVPD basis.

The geometry in XYZ format:
```
65
Properties=species:S:1:pos:R:3:forces:R:3:nbo_charge:R:1
C -1.74684 0.77178 4.43502 0.0 0.0 0.0 -0.2132
H -0.04058 4.43057 -1.65037 0.0 0.0 0.0 0.5012
H 2.01460 0.92094 -0.55630 0.0 0.0 0.0 0.2552
P -0.65904 2.37271 -1.88063 0.2 -0.2 0.2 2.3626
H 1.75710 -0.35002 6.37471 0.0 0.0 0.0 0.2105
C 2.56780 -2.71226 -1.15332 0.0 -0.1 0.4 -0.5376
H 2.06884 -3.61252 -1.52199 0.0 0.0 -0.1 0.2173
C 1.19757 -0.04767 5.48789 0.0 0.0 0.0 -0.6186
H -3.90652 0.11053 -4.60790 0.0 0.0 0.0 0.5039
H 1.81779 -0.22774 4.60899 0.0 0.0 0.0 0.2079
O 0.35960 1.89468 -2.84785 0.0 0.1 0.0 -1.1574
H 0.59194 -1.99000 -3.13355 0.0 0.0 0.0 0.2305
N 2.34662 -0.87449 -3.45229 0.0 0.0 0.0 -0.3912
H 1.03550 -1.99955 3.20388 0.0 0.0 0.0 0.2079
H 3.01442 -0.16233 0.40755 0.0 0.0 0.0 0.2136
C -2.41614 1.90622 -2.30085 -0.2 0.1 -0.1 -0.6275
H -3.89779 2.57232 -0.90820 0.0 0.0 0.0 0.4089
H -0.70158 -0.66749 6.29942 0.0 0.0 0.0 0.1919
N -0.93307 -0.41633 4.25765 0.0 0.0 0.0 -0.4525
C -0.11443 -0.81861 5.38923 0.0 0.0 0.0 -0.2021
C 0.01447 -2.24080 2.90355 0.0 0.0 0.0 -0.6767
C -3.20310 0.45213 4.75809 0.0 0.0 0.0 -0.6200
H 2.41749 1.14945 -2.87057 0.0 0.0 0.0 0.2803
H 0.42950 -0.25598 -2.90787 0.0 0.0 0.0 0.3273
P -2.67593 0.12153 -2.86267 0.1 -0.3 0.3 2.3607
H 1.01504 1.02609 5.55220 0.0 0.0 0.0 0.2059
H -1.30822 1.35548 5.24647 0.0 0.0 0.0 0.1974
C 3.21619 -2.10336 -3.41158 0.0 0.0 0.1 -0.0477
N -3.11031 1.93250 -0.93943 0.0 0.0 0.0 -0.7465
H 3.94515 0.49127 -3.57610 0.0 0.0 0.0 0.1906
C 2.54835 -0.03049 -0.57312 0.0 -0.1 0.1 -0.5522
C -3.07738 2.90759 -3.24559 0.0 0.0 0.0 -0.6402
H -1.67483 1.39672 3.54074 0.0 0.0 0.0 0.2011
H -2.23036 0.04046 2.17415 0.0 0.0 0.1 0.3255
H 2.62348 -2.93716 -3.78719 0.0 0.0 0.0 0.2140
H -3.27366 -0.09427 5.69989 0.0 0.0 0.0 0.2057
O -0.54837 2.04697 -0.40070 0.0 -0.1 -0.3 -1.1910
H -2.55902 2.88085 -4.20448 0.0 0.0 0.0 0.2447
H 3.03466 -2.98420 -0.20212 0.0 0.0 0.0 0.2136
H -3.78998 1.36750 4.85055 0.0 0.0 0.0 0.2091
H -2.37025 2.16604 -0.24791 0.0 0.0 0.0 0.4688
H -0.32952 -3.07913 3.51269 0.0 0.0 0.0 0.2177
C -0.90941 -1.05921 3.04117 0.1 0.0 0.0 0.4744
P 1.26460 -1.37330 -0.83057 0.5 0.5 -1.2 0.7547
H 5.27480 -1.04517 -2.25199 0.0 0.0 0.0 0.1927
H -4.11910 2.64208 -3.42272 0.0 0.0 0.0 0.2224
O -1.62656 -0.32520 -3.80445 0.0 0.0 0.0 -1.1405
H 0.00466 -2.53328 1.85732 0.0 0.0 0.0 0.2602
H 2.09330 -0.64686 -4.41406 0.0 0.0 0.0 0.4236
C 1.06249 -1.11017 -2.69261 0.0 0.0 0.1 -0.5909
H 4.07046 -1.92578 -4.06895 0.0 0.0 0.0 0.2000
O -0.82336 3.99134 -2.00134 0.0 0.1 0.0 -1.0209
O -3.00278 -0.56218 -1.54738 0.2 0.3 -0.4 -1.1649
N 3.61873 0.02628 -1.58177 0.1 0.0 0.0 -0.4531
N 3.66382 -2.35254 -2.07987 -0.1 0.0 0.0 -0.4549
C 4.41071 -1.19319 -1.59787 0.0 0.0 0.0 -0.0655
H 4.76631 -1.40150 -0.58939 0.0 0.0 0.0 0.2075
C 3.11962 0.31537 -2.88212 0.0 0.0 0.0 -0.0684
H -3.39011 0.92961 -0.78543 0.0 0.0 0.0 0.4782
H -3.00468 3.92404 -2.86192 0.0 0.0 0.0 0.2248
H 0.08217 -1.88692 5.33254 0.0 0.0 0.0 0.2078
N -1.60564 -0.74413 2.01503 -0.2 0.1 -0.2 -0.7447
Pd -0.66906 -0.44465 -0.60331 -0.6 -0.4 0.9 0.1563
H -3.64622 -0.16741 3.97817 0.0 0.0 0.0 0.2162
O -4.08392 0.23284 -3.66855 0.0 0.0 0.0 -1.0143
```
Forces are in eV/Å.

**LUMO energy**: 0.425 eV
**Relative energy (zero: lowest compared OMol25 entry of this formula, charge and spin)**: 108.1 kJ/mol
**Energy**: -2486.54036 Eh
**HOMO**: -6.2 eV
**Kohn-Sham gap**: 6.648 eV


Here is 4 unconnected molecules or ions with the total composition C14H35O14PS3 from the OMol25 dataset. Energies are from the ωB97M-V functional and the def2-TZVPD basis.

The geometry in XYZ format:
```
67
Properties=species:S:1:pos:R:3:forces:R:3:nbo_charge:R:1
S 6.04414 1.49024 1.34352 0.6 -0.1 0.4 2.3858
H 6.76566 -1.99882 0.90622 0.0 0.0 0.1 0.2078
H -2.33890 4.69604 -5.94876 -0.1 0.0 -0.1 0.2175
H -0.56046 2.23910 -0.50949 0.0 -0.2 0.1 0.2067
H 0.98954 -2.06023 3.67527 0.0 0.0 -0.1 0.2641
O 2.99480 -3.27779 2.07027 0.0 0.1 -0.3 -0.9505
C 0.82467 -3.11846 3.48735 0.0 -0.2 0.1 -0.8812
H -6.50532 0.32917 -5.03913 0.0 0.0 0.0 0.2509
H 6.35727 -1.37337 3.30755 0.2 0.3 0.0 0.1925
O -3.40021 -0.63199 1.56307 -0.4 0.0 0.3 -0.4821
C 1.56287 -5.84299 0.78563 0.3 -0.3 -0.6 -0.0772
H 3.53878 -5.10268 0.30283 0.0 0.0 0.0 0.2268
C -1.00776 2.96660 1.46391 1.0 -0.6 0.4 -0.6230
O 6.67212 0.32639 2.23535 0.1 0.3 0.0 -0.7255
C -2.44483 -1.39217 2.08371 -0.6 -1.1 0.2 0.6504
H -4.83820 2.53915 3.01322 -0.4 -0.1 0.1 0.4979
H -1.98245 2.95521 -5.96731 0.0 0.0 -0.1 0.2181
C -0.81828 1.79997 0.46341 -0.6 0.4 -0.7 -0.4017
H -2.58300 3.71530 -4.50341 0.0 0.0 0.0 0.2245
H 7.24298 2.96875 2.72675 0.0 0.0 0.0 0.2492
O 1.32001 -5.08789 1.98527 -0.1 0.2 0.2 -0.7222
O -4.50426 2.09884 -5.70820 -0.1 -0.2 0.1 -0.7201
S 1.58743 -3.51240 1.94798 -0.5 -0.2 0.7 2.3872
C -3.00494 0.74762 1.44991 0.0 0.8 -0.6 -0.2753
H 5.22464 -1.27716 0.47274 0.0 0.0 0.0 0.2266
O -3.64573 1.58792 -3.45054 -0.1 0.3 0.3 -0.9467
H 3.19095 -6.71255 -0.32805 -0.1 0.0 0.0 0.2173
C 7.27713 2.70641 1.67269 0.1 0.0 0.1 -0.8867
P -4.58778 1.67035 1.06685 -0.6 -1.3 -0.9 2.3221
O -5.37858 1.97422 2.43517 1.3 0.8 -0.4 -0.9507
H -0.48238 3.86196 1.12066 -0.3 0.0 0.0 0.2197
O 0.82772 -2.94032 0.88082 0.3 0.0 -0.3 -0.9295
O 6.12669 1.11958 -0.03463 -0.3 0.1 -0.1 -0.9330
H 0.02480 1.15166 0.71363 -0.1 0.2 0.3 0.2215
H -0.23871 -3.32522 3.41919 0.0 0.0 0.0 0.2510
H 4.87848 -0.54906 2.84360 0.0 0.2 -0.1 0.1990
H 5.25116 -2.67411 1.54436 0.0 0.0 0.1 0.2386
H -4.78419 4.16196 -5.61975 -0.1 -0.2 0.1 0.1976
H -1.70700 -0.06624 -0.09805 -0.3 0.0 0.2 0.2370
H -2.56215 1.06048 2.40035 0.2 0.0 -0.2 0.2214
O -5.86513 2.69303 -3.73992 0.3 0.3 0.2 -0.9325
H 7.04846 3.57473 1.05842 -0.1 0.0 0.0 0.2520
H 3.53245 -6.47390 1.39958 0.0 -0.1 0.0 0.2159
H -2.04836 3.20277 1.69285 0.1 0.1 -0.2 0.1944
H 8.24892 2.30229 1.39999 0.0 0.0 0.0 0.2518
O -1.35616 -1.03401 2.38252 1.5 0.8 0.5 -0.5955
C 5.77173 -1.75457 1.28513 0.1 0.1 -0.3 -0.6458
C 5.86884 -0.84320 2.49102 -0.4 -0.7 0.0 -0.0752
H -4.88473 -0.43672 -4.97111 0.0 0.0 0.0 0.2516
O 4.80453 1.90350 1.92721 -0.2 -0.1 -0.2 -0.9383
H -2.66712 1.28492 -0.61729 0.2 0.0 0.0 0.2077
H 1.07245 -5.36562 -0.06517 0.0 0.1 0.1 0.1980
C -2.66330 3.71877 -5.59000 0.0 -0.1 0.3 -0.6403
C -5.59862 0.20010 -4.45417 0.0 -0.1 -0.1 -0.8889
H -0.49614 2.68854 2.39552 -0.4 0.1 0.0 0.2107
C -2.06837 0.91510 0.22148 0.3 0.2 0.3 -0.4235
H 1.29126 -3.71330 4.26961 0.0 0.0 -0.1 0.2467
H 1.08364 -6.80979 0.93356 -0.1 0.1 0.3 0.1946
H -5.83295 -0.21714 -3.47622 0.0 0.1 0.0 0.2674
C -4.08478 3.43470 -6.03705 0.3 0.7 -0.1 -0.0776
H -4.14634 3.51348 -7.12149 -0.1 -0.3 0.0 0.1958
O -4.28276 3.04920 0.29287 0.4 0.0 1.2 -0.9912
O -5.36463 0.80237 0.19606 -0.6 -0.5 -0.4 -1.1037
C 3.04285 -6.04758 0.52333 0.2 0.2 0.1 -0.6407
S -4.86213 1.77611 -4.18539 -0.2 -0.6 -0.5 2.3840
H -4.14012 2.85386 -0.64717 -0.2 0.0 0.1 0.5306
H -2.73027 -2.44109 2.26187 -0.6 0.2 -0.4 0.1263
```
Forces are in eV/Å.

**LUMO energy**: 0.527 eV
**Relative energy (zero: lowest compared OMol25 entry of this formula, charge and spin)**: 0.0 kJ/mol
**Energy**: -3143.75511 Eh
**SMILES**: CCC[C@H](OC=O)P(=O)(O)O.CCOS(C)(=O)=O.CCOS(C)(=O)=O.CCOS(C)(=O)=O
**HOMO**: -10.2 eV
**Kohn-Sham gap**: 10.752 eV


Here is a molecular structure, C14H35O3S4SbSi2TcTe2 from the OMol25 dataset. Energies are from the ωB97M-V functional and the def2-TZVPD basis.

The geometry in XYZ format:
```
62
Properties=species:S:1:pos:R:3:forces:R:3:nbo_charge:R:1
H -2.85350 0.13060 1.39760 0.0 0.0 0.1 0.2283
H -0.90140 -3.76010 -0.35770 0.0 0.1 0.1 0.2598
H 1.14140 -3.27350 1.67290 -0.1 0.1 0.1 0.2294
H 4.88270 -4.71870 3.51260 -0.1 -0.2 0.1 0.2735
H 1.48970 3.71410 2.55110 -0.1 0.0 0.1 0.2381
S -0.04320 0.81770 -4.16600 0.5 0.2 -0.2 -0.2168
H 5.72830 -3.19650 3.59250 0.0 0.2 0.1 0.2567
C -0.40290 1.47150 3.45730 0.1 0.0 -0.2 -0.6403
C 2.05930 -3.82550 1.85230 0.4 0.4 0.6 -1.1144
S 1.76230 -0.34200 -0.81030 -2.4 0.2 -1.0 0.1711
Sb 1.70100 2.36070 -3.48870 -0.8 -1.1 0.6 1.1561
Te 2.47300 0.40190 2.01030 0.7 -1.0 1.4 1.7308
C -1.14650 -3.60670 -1.40280 0.1 -0.1 0.1 -0.8265
H 0.62620 1.80560 3.29470 -0.3 0.0 0.2 0.2027
O -0.86200 -1.31080 1.07110 0.0 -0.4 0.1 -0.6057
H 2.49840 -4.07940 0.89000 0.2 0.0 -0.1 0.2504
Si 3.30330 -2.89360 2.95570 0.5 0.3 -0.3 1.6299
O 0.85950 -0.82300 2.36070 1.3 -0.1 0.4 -0.7470
C 2.44510 3.59650 2.04390 0.4 -0.4 0.3 -1.1142
H 3.18120 4.17120 5.20510 -0.2 -0.1 -0.1 0.2649
O -0.56050 1.61820 1.05230 -0.3 -0.3 -1.0 -0.7094
H 1.78570 -4.76320 2.32760 0.0 -0.2 0.1 0.2715
S 2.98250 0.73960 -2.07350 0.0 0.2 -0.2 -0.2986
H 4.50620 4.89100 4.31790 0.1 0.2 -0.1 0.2736
H 6.00840 1.77840 2.57360 0.1 -0.2 0.1 0.2707
H -0.25720 -3.64690 -2.02710 0.0 0.1 0.0 0.2523
C 4.09510 3.94560 4.65750 0.2 -0.4 -0.6 -1.0958
H -1.26150 -2.08160 -4.19690 0.0 0.0 0.2 0.2559
H 3.89640 -1.47580 0.84280 0.0 0.0 0.0 0.2608
H -2.69610 -0.00260 3.14730 0.0 -0.1 0.1 0.2685
S -0.48530 1.65520 -2.31170 0.3 0.2 0.2 -0.0892
Si 3.79380 2.81510 3.17840 -0.1 0.8 0.5 1.5565
C 2.72500 -2.32360 4.67560 0.1 -0.2 -0.7 -1.1199
H 4.80420 3.52410 5.36410 0.1 -0.1 0.1 0.2704
H 3.54410 -1.89440 5.24890 0.2 0.0 0.0 0.2552
C 3.08220 1.11310 3.88560 0.3 0.6 -0.7 -1.1685
H -1.00550 2.34770 3.69340 0.0 0.1 0.0 0.2585
H 4.74260 -0.85260 2.26770 0.0 0.1 0.2 0.2769
C 5.20080 2.26060 2.03010 -0.4 0.3 0.7 -1.1039
H -2.96600 1.57390 2.42270 0.1 0.1 0.0 0.2489
Te -2.06620 -1.69450 -1.60870 0.1 -0.3 -0.7 0.9412
H 2.29260 3.05150 1.10770 0.0 0.1 0.0 0.2135
H 5.40680 -3.94640 2.03910 0.0 0.0 -0.2 0.2571
H 1.91430 -1.59910 4.64360 -0.1 0.0 0.0 0.2250
H -2.95610 -2.57470 -3.96220 0.0 0.0 0.2 0.2741
H 2.29910 1.27870 4.61750 -0.3 0.0 -0.1 0.2859
H -2.56420 -0.86260 -4.15200 0.0 0.1 0.1 0.2574
Tc -0.37560 0.07580 -0.56170 1.7 0.7 -0.6 0.2140
H -0.44270 0.80300 4.31400 0.0 -0.1 0.0 0.2634
C 3.78350 -1.21130 1.89610 -0.4 -0.6 0.3 -1.1822
C -0.26960 -0.52890 1.82940 -0.8 0.3 0.0 0.7993
H 2.76010 4.59930 1.76650 0.2 0.2 0.0 0.2814
C 4.99020 -3.75560 3.02410 -0.7 0.3 0.0 -1.1103
C -2.45640 0.62100 2.28830 0.1 0.0 -0.3 -0.6465
H 2.37200 -3.17750 5.24780 -0.1 -0.2 0.0 0.2796
H 5.64350 3.10820 1.51470 -0.1 0.1 -0.2 0.2830
C -2.21300 -1.80690 -3.74270 0.1 0.1 -0.1 -0.8578
H 3.84610 0.46720 4.30820 0.0 -0.1 -0.1 0.2774
C -0.94800 0.81090 2.20470 -0.5 0.0 0.8 0.1644
H -1.05280 2.46010 1.04870 0.1 -0.1 -0.2 0.5390
H -1.86320 -4.35790 -1.72690 -0.1 0.1 0.0 0.2702
H 4.83990 1.56240 1.26870 0.1 0.0 -0.2 0.2099
```
Forces are in eV/Å.

**LUMO energy**: -10.491 eV
**Relative energy (zero: lowest compared OMol25 entry of this formula, charge and spin)**: 120.9 kJ/mol
**Energy**: -3808.03986 Eh
**Charge**: +3
**HOMO**: -17.3 eV
**Kohn-Sham gap**: 6.850 eV